No. 1
The following is a quantum chemistry calculation of a cluster of 7 separate species, C54H40O16 in total, from the OMol25 dataset.

The highest occupied orbital energy is -9.26 eV. Its total charge is 0. The value obtained for the gap between HOMO and LUMO is 0.273 Eh. The SMILES is CCOCCOc1cccc2c1C(=O)c1ccccc1C2=O.O=C1C=CC(=O)C=C1.O=C1C=CC(=O)C=C1.O=C1C=CC(=O)C=C1.O=C1C=CC(=O)C=C1.O=C1C=CC(=O)C=C1.O=C1C=CC(=O)C=C1.

Element x y z (Å)
C -8.02802 0.55820 4.22438
C -7.30902 -0.45824 3.32566
O -6.44051 -1.30761 4.06659
C -5.10718 -0.85052 4.11775
C -4.33753 -1.14232 2.82119
O -3.16917 -1.93489 3.02355
C -2.00736 -1.24518 3.18525
C -1.84967 -0.30938 4.20446
C -0.65255 0.37312 4.35699
C 0.41158 0.13272 3.49720
C 0.25574 -0.78388 2.46667
C -0.94654 -1.48512 2.30430
C -1.04670 -2.44909 1.15999
O -1.65802 -3.49026 1.20441
C -0.29365 -2.02626 -0.06025
C -0.75141 -2.33416 -1.33559
C -0.02576 -1.91126 -2.44080
C 1.16889 -1.21681 -2.28158
C 1.64419 -0.93258 -1.00843
C 0.90367 -1.32576 0.10085
C 1.35961 -1.01916 1.48687
O 2.52634 -0.93755 1.79573
H -9.09829 0.37006 4.25369
H -7.85427 1.57929 3.88959
H -7.63274 0.46641 5.23532
H -8.01847 -1.10852 2.81661
H -6.74129 0.06477 2.54996
H -4.62430 -1.39725 4.92796
H -5.08517 0.21615 4.37086
H -4.99428 -1.73083 2.18170
H -4.05829 -0.23105 2.28621
H -2.66217 -0.10430 4.88923
H -0.53661 1.10756 5.14136
H 1.35250 0.65512 3.60592
H -1.66948 -2.89397 -1.45167
H -0.36921 -2.12653 -3.44260
H 1.73592 -0.90434 -3.14700
H 2.58115 -0.41312 -0.86029
C 0.80895 6.20084 3.98770
C 0.33277 5.39070 4.92899
C -0.53011 4.23915 4.57213
O -0.96930 3.49888 5.42881
C -0.83480 4.01132 3.13768
C -0.35203 4.81956 2.19851
C 0.50888 5.97722 2.55258
O 0.96460 6.70542 1.69579
H 1.44129 7.04781 4.21994
H 0.54614 5.52278 5.98328
H -1.45781 3.15507 2.91023
H -0.55213 4.67606 1.14433
C -0.10964 -2.90695 -7.27107
C -0.88514 -2.94950 -8.34949
C -1.53104 -1.72818 -8.88844
O -2.23850 -1.76715 -9.87071
C -1.28340 -0.45204 -8.16845
C -0.51204 -0.40845 -7.08597
C 0.13755 -1.63356 -6.55782
O 0.84887 -1.59430 -5.57329
H 0.39555 -3.78398 -6.88532
H -1.06589 -3.86496 -8.89892
H -1.76511 0.42679 -8.57768
H -0.31576 0.50889 -6.54531
C 1.60790 -8.29313 -4.03033
C 2.04895 -7.36386 -4.87342
C 1.11100 -6.59189 -5.72282
O 1.51478 -5.74476 -6.49456
C -0.33715 -6.88655 -5.59612
C -0.77980 -7.81574 -4.75407
C 0.15858 -8.59512 -3.90462
O -0.24369 -9.44372 -3.14164
H 2.27119 -8.87033 -3.39914
H 3.09899 -7.12437 -4.98152
H -1.00113 -6.30656 -6.22512
H -1.83051 -8.05138 -4.64406
C 6.25574 7.44171 4.61173
C 6.95135 8.11909 3.70266
C 6.40727 8.36855 2.34251
O 7.04257 8.98500 1.51575
C 5.05623 7.83268 2.03637
C 4.36259 7.15465 2.94603
C 4.90525 6.90743 4.30462
O 4.26782 6.29348 5.13470
H 6.63042 7.24757 5.60864
H 7.93717 8.51945 3.90187
H 4.67771 8.02625 1.04084
H 3.37885 6.75321 2.73994
C 3.09432 -2.70696 -11.78275
C 4.12113 -3.47844 -12.12819
C 4.58809 -4.58075 -11.24796
O 5.52376 -5.28225 -11.56366
C 3.86437 -4.78946 -9.96802
C 2.83757 -4.01860 -9.62111
C 2.37271 -2.91712 -10.50325
O 1.43402 -2.21743 -10.18639
H 2.73471 -1.89847 -12.40643
H 4.66385 -3.34692 -13.05553
H 4.22239 -5.59793 -9.34345
H 2.29777 -4.15423 -8.69141
C -1.19507 2.80096 11.48396
C -0.40194 3.70263 10.91219
C -0.46268 3.96127 9.45144
O 0.25697 4.78695 8.92907
C -1.43718 3.17740 8.65248
C -2.23076 2.27657 9.22646
C -2.17410 2.01692 10.68660
O -2.89792 1.19942 11.21213
H -1.17174 2.59323 12.54615
H 0.31737 4.28655 11.47224
H -1.45346 3.38773 7.59118
H -2.95007 1.69242 8.66643

Atomic partial charges in e from the Löwdin method, atoms 1 to 6: C -0.06; C -0.26; O -0.16; C -0.20; C -0.14; O -0.04

No. 2
The following is a quantum chemistry calculation of a structure of composition C4H7N3O, from the OMol25 dataset.

The calculation puts the relative energy (zero: lowest compared OMol25 entry of this formula, charge and spin) at 5.840 eV. The highest occupied orbital energy is -8.86 eV. Its total charge is 0. The value obtained for the gap between HOMO and LUMO is 0.355 Eh.

Element x y z (Å)
C -2.49269 -0.16621 0.03692
C -0.09429 -0.14535 0.10804
C -0.01281 1.18941 -0.13088
C 1.37592 1.50060 -0.01043
H -2.58881 0.02156 1.21048
H -3.24047 -0.90511 -0.54642
H -2.34104 0.98965 -0.47781
H -0.94319 1.68807 -0.26893
H 1.92202 2.36732 0.23371
H 2.28288 -2.25463 0.54791
H 2.49774 -1.31813 -1.00889
N 2.10361 0.44078 0.08596
N 1.18372 -0.63457 0.35487
N 1.61679 -1.90796 -0.16848
O -1.26937 -0.86544 0.03397

Atomic partial charges in e from the Löwdin method, atoms 1 to 6: C -0.10; C -0.30; C -0.02; C -0.16; H 0.13; H 0.14

No. 3
The following is a quantum chemistry calculation of a structure of composition C8H28AlBClF4MgNO6P2, from the OMol25 dataset.

The calculation puts the relative energy (zero: lowest compared OMol25 entry of this formula, charge and spin) at 0.000 eV. The highest occupied orbital energy is -6.70 eV. Its total charge is 0. The value obtained for the gap between HOMO and LUMO is 0.045 Eh.

Element x y z (Å)
O 2.44615 3.22907 -3.10472
P 1.08338 2.68604 -2.64073
Al -0.64241 4.28731 -2.89941
P -2.57470 3.04948 -3.37790
O -3.10513 3.40189 -4.78327
O -2.24431 1.41220 -3.16512
O -3.66345 3.42106 -2.14671
H 1.03688 2.26093 -1.27733
H 0.73092 1.53240 -3.43215
H -0.81105 5.18557 -1.59177
H -0.38089 5.28279 -4.13395
H -1.66184 1.35159 -2.38664
H -3.14198 3.33881 -1.31856
Mg -1.35547 5.53032 -5.63830
B -2.60940 5.14728 1.08132
F -3.66046 4.84406 1.97215
F -1.91564 3.94004 0.73578
F -3.13644 5.73364 -0.09942
F -1.70757 6.04688 1.69327
C -4.03264 -0.33994 0.92766
C -2.91096 -0.81582 0.01982
C -1.96924 -1.75766 0.74992
O -2.17232 0.31421 -0.46545
H -3.63255 0.20948 1.78485
H -4.69493 0.34460 0.39318
H -4.62241 -1.18079 1.29712
H -3.33339 -1.32049 -0.85152
H -1.49993 -1.24991 1.60163
H -1.16267 -2.08114 0.08644
H -2.49726 -2.67009 1.12922
H -1.79225 0.76834 0.29599
Cl -2.16509 -4.54680 1.59205
C 2.42752 -1.32584 1.04279
N 3.45696 -2.43417 1.05424
C 4.82078 -1.80068 1.06343
C 3.31198 -3.25925 -0.18782
C 3.33380 -3.29101 2.31135
C 2.01853 -4.03591 2.43684
O 0.95046 -3.11989 2.46680
H 2.72458 -0.60169 0.28306
H 1.45798 -1.73715 0.77406
H 2.40889 -0.85598 2.02281
H 4.92462 -1.18959 0.16878
H 5.56934 -2.59131 1.06996
H 4.90707 -1.18341 1.95612
H 2.30364 -3.66553 -0.22858
H 4.04855 -4.06104 -0.15863
H 3.48283 -2.61498 -1.04907
H 3.46717 -2.61159 3.15428
H 4.16199 -4.00114 2.29138
H 2.02069 -4.60946 3.36898
H 1.87618 -4.73989 1.61063
H 0.12543 -3.62581 2.50115

Atomic partial charges in e from the Löwdin method, atoms 1 to 6: O -0.61; P 0.50; Al 0.28; P 0.47; O -0.45; O -0.22

No. 4
The following is a quantum chemistry calculation of the molecule C3H7NO2, from the OMol25 dataset.

The calculation puts the relative energy (zero: lowest compared OMol25 entry of this formula, charge and spin) at 3.791 eV. The highest occupied orbital energy is -8.86 eV. Its total charge is 0. The value obtained for the gap between HOMO and LUMO is 0.361 Eh. The SMILES is NC1[C@@H](O)[C@@H]1O.

Element x y z (Å)
C -0.08686 0.24978 -0.58464
C 0.37072 0.48859 0.81410
C 0.63882 -0.83815 0.06744
H -1.83091 1.13714 -0.58249
H -2.00432 -0.42767 -1.12365
H 0.43927 0.81080 -1.42590
H 1.16066 1.12180 1.06313
H -1.39683 0.14022 1.22695
H 0.44076 -2.01105 0.23361
H 2.66967 -0.66055 -0.20566
N -1.55272 0.14390 -0.48805
O -0.68204 0.54236 1.69029
O 1.83378 -0.69717 -0.68513

Atomic partial charges in e from the Löwdin method, atoms 1 to 6: C -0.28; C -0.26; C -0.23; H 0.12; H 0.06; H 0.17